[1]
Computed, not measured: a molecular structure, H24KrO12, with ωB97M-V/def2-TZVPD.

Last column: Mulliken charge in e.
Positions of all 37 atoms, in Å:
Kr  -0.1683  -0.2372  0.5257  -0.014
O  1.8209  2.6166  1.2775  -0.614
H  1.3345  2.3169  2.0455  0.301
H  1.4916  3.5005  1.1146  0.276
O  -2.8600  -0.8633  -1.8160  -0.667
H  -3.6392  -1.2622  -2.2034  0.288
H  -3.2021  -0.2602  -1.1561  0.364
O  -3.8347  1.1200  -0.1254  -0.743
H  -3.6812  1.8712  -0.6984  0.333
H  -4.7877  1.0589  -0.0600  0.314
O  -0.3359  0.0532  -2.7874  -0.644
H  -1.2166  -0.2103  -2.5205  0.308
H  -0.4769  0.7710  -3.4047  0.287
O  0.4310  -2.3744  3.5576  -0.613
H  1.0130  -2.2095  2.8158  0.332
H  -0.4416  -2.1543  3.2315  0.283
O  -1.2245  -3.0792  -1.3694  -0.602
H  -1.6409  -2.2250  -1.4844  0.341
H  -1.3999  -3.3108  -0.4574  0.288
O  2.2463  -0.3276  -1.9006  -0.659
H  1.3773  -0.2882  -2.3000  0.383
H  2.8275  -0.5867  -2.6156  0.301
O  -2.9743  1.5941  2.4695  -0.624
H  -3.0090  1.3331  1.5493  0.381
H  -3.8526  1.4122  2.8039  0.273
O  3.4732  0.4649  0.4793  -0.669
H  3.0352  1.2746  0.7417  0.374
H  2.9819  0.1630  -0.2847  0.378
O  0.1691  3.5139  -1.8931  -0.594
H  -0.3180  2.7480  -1.5892  0.306
H  0.5777  3.8674  -1.1030  0.282
O  1.8461  -2.4700  -0.1913  -0.544
H  1.8959  -2.0702  -1.0595  0.338
H  2.7583  -2.6210  0.0561  0.246
O  2.9717  -1.2245  2.9732  -0.630
H  3.8520  -1.0318  3.2960  0.271
H  2.9603  -0.8730  2.0829  0.367

Cartesian forces (eV/Å) of the 3 atoms listed first:
-0.2 0.2 0.1
0.0 0.1 -0.1
-0.2 -0.2 0.3

Calculated values
- DFT total energy: -3670.88133 Ha
- HOMO-LUMO gap: 9.59 eV
- Relative energy (zero: lowest compared OMol25 entry of this formula, charge and spin): 23.9 kcal per mole
- LUMO: -0.69 eV

***

[2]
Computed, not measured: 11 unconnected molecules or ions with the total composition H24NO10 in a non-equilibrium geometry, with ωB97M-V/def2-TZVPD.

Last column: Löwdin spin population.
Positions of all 35 atoms, in Å:
N  -10.8074  3.5174  -26.0242  0.043
H  -11.8166  3.5060  -25.9842  0.016
H  -10.4006  2.9721  -26.7707  0.011
H  -10.6577  3.1494  -25.0957  0.022
H  -10.5732  4.4992  -25.9885  0.015
O  -8.9054  2.6758  -22.8893  0.074
H  -8.8012  2.4333  -21.9692  0.020
H  -9.1780  1.8664  -23.3215  0.022
O  -9.8884  6.3111  -25.4350  0.085
H  -10.6646  6.5554  -24.9308  0.038
H  -9.1537  6.6506  -24.9240  0.024
O  -10.6984  0.6012  -24.5151  0.090
H  -11.5121  0.2049  -24.8268  0.034
H  -10.4410  0.0633  -23.7663  0.036
O  -10.8116  3.8541  -28.7633  0.014
H  -9.9437  4.1746  -29.0089  0.004
H  -11.3074  3.8524  -29.5821  0.003
O  -7.7256  3.7580  -25.7641  0.034
H  -7.3843  2.8651  -25.8132  0.013
H  -7.2102  4.1743  -25.0732  0.014
O  -9.2996  0.7724  -27.4753  0.031
H  -9.5875  0.3877  -26.6474  0.014
H  -9.9383  0.4642  -28.1181  0.008
O  -12.6308  3.8009  -23.8878  0.106
H  -12.2966  4.5463  -23.3888  0.053
H  -12.8482  3.1461  -23.2243  0.039
O  -12.8341  5.7801  -26.8811  0.041
H  -12.1668  6.0492  -27.5124  0.012
H  -13.4433  6.5176  -26.8468  0.011
O  -14.4697  3.4785  -26.8877  0.026
H  -15.0121  3.6298  -26.1136  0.008
H  -13.8557  4.2127  -26.8977  0.006
O  -8.2357  4.9913  -28.1249  0.019
H  -8.1374  4.8875  -27.1784  0.007
H  -7.9981  5.9033  -28.2922  0.005

Cartesian forces (eV/Å) of the 3 atoms listed first:
-1.0 -0.1 1.2
-0.8 -0.2 -0.8
0.2 -0.1 -0.4

Calculated values
- Multiplicity: 2
- DFT total energy: -821.44824 Ha
- ⟨S²⟩: 0.75
- HOMO-LUMO gap (alpha / beta): 2.67 / 11.02 eV
- Relative energy (zero: lowest compared OMol25 entry of this formula, charge and spin): 1.4 kcal per mole
- LUMO (alpha / beta): 0.16 / 0.11 eV

***

[3]
Computed, not measured: 13 unconnected molecules or ions with the total composition H24NO15, with ωB97M-V/def2-TZVPD.

Last column: Mulliken charge in e.
Positions of all 40 atoms, in Å:
N  -0.0606  -0.2851  0.4228  0.800
O  1.1455  0.0171  0.4125  -0.487
O  -0.8311  0.2007  -0.4509  -0.605
O  -0.5193  -1.0187  1.3098  -0.737
O  -3.2776  -1.2365  0.4998  -0.671
H  -2.4449  -0.7357  0.3447  0.375
H  -3.9236  -0.5698  0.7519  0.315
O  2.3035  2.3712  2.2350  -0.646
H  1.3889  2.6813  2.2369  0.384
H  2.4945  2.1220  1.3146  0.323
O  3.2328  -0.4362  2.5326  -0.669
H  3.2635  0.3963  3.0153  0.339
H  2.5611  -0.2876  1.8515  0.401
O  -1.5835  -2.0488  3.7153  -0.640
H  -1.3252  -1.8476  2.8029  0.495
H  -1.8898  -2.9591  3.6810  0.312
O  1.1488  -2.6197  -1.7279  -0.691
H  1.6193  -2.8259  -2.5419  0.306
H  1.6130  -1.8586  -1.3543  0.275
O  3.0137  2.0484  -0.5178  -0.673
H  2.6146  1.2126  -0.8019  0.319
H  3.8812  2.0710  -0.9343  0.284
O  0.9466  1.3458  -2.6779  -0.670
H  1.6836  1.9164  -2.4348  0.316
H  0.4678  1.1989  -1.8455  0.289
O  -0.3403  -1.0591  -3.6854  -0.629
H  -0.5198  -1.4581  -2.8280  0.307
H  0.3731  -0.4334  -3.5085  0.342
O  -3.9040  -1.1616  -2.2552  -0.655
H  -3.3287  -1.1826  -1.4651  0.338
H  -4.3417  -0.3079  -2.2111  0.286
O  -1.6565  3.3403  -1.3231  -0.652
H  -0.7682  3.6859  -1.1955  0.315
H  -1.5653  2.3911  -1.1757  0.319
O  -0.5916  2.6971  1.9796  -0.663
H  -0.5696  1.7353  1.9195  0.319
H  -1.4900  2.8996  2.2558  0.292
O  0.5221  -3.6005  0.8179  -0.671
H  0.7045  -3.5704  -0.1338  0.392
H  -0.0466  -2.8283  0.9690  0.314

Cartesian forces (eV/Å) of the 3 atoms listed first:
0.0 0.5 0.0
0.1 -0.2 -0.4
0.2 -0.2 0.2

Calculated values
- Net charge: -1
- DFT total energy: -1197.76012 Ha
- HOMO-LUMO gap: 10.04 eV
- Relative energy (zero: lowest compared OMol25 entry of this formula, charge and spin): 0.8 kcal per mole
- LUMO: 2.38 eV